ORCA calculation (ωB97M-V/def2-TZVPD) on a cluster of 9 separate species, C37H82N2O7 in total in a non-equilibrium geometry.

XYZ file:
```
128
Properties=species:S:1:pos:R:3:forces:R:3:mulliken_charge:R:1
O 14.792000 -26.844220 -23.144490 -0.540 0.130 1.328 -0.538
O 24.637020 -28.384110 -26.527570 0.032 -0.193 0.600 -0.508
O 18.059330 -28.594800 -25.760860 0.041 1.280 0.070 0.891
O 15.813700 -28.708430 -29.582330 3.192 -1.600 -1.912 -0.281
O 19.194570 -29.354500 -31.680310 -0.579 0.568 -1.392 -0.562
O 20.073760 -24.697340 -23.974880 -0.440 1.663 -1.192 -0.547
O 22.221070 -25.476280 -29.066090 0.904 -1.006 -0.947 -0.475
N 17.405670 -23.700620 -29.418240 -0.127 0.360 -0.791 0.100
N 18.436240 -31.479150 -25.357100 0.762 0.141 0.265 1.023
C 23.139060 -23.563270 -28.188330 1.045 0.311 -0.432 -0.711
C 15.942900 -26.197310 -24.999930 0.093 -1.296 -0.826 1.622
C 20.543770 -24.826500 -22.633490 -0.027 -1.133 -0.420 -0.602
C 17.819990 -22.908620 -27.083280 -1.312 0.396 0.261 -1.720
C 22.515260 -28.848310 -25.652790 -0.353 1.490 -0.645 1.845
C 20.864190 -26.292060 -22.547390 0.654 0.008 0.697 -0.666
C 16.603370 -22.518040 -29.746820 0.512 1.428 0.542 -0.775
C 17.481170 -31.797540 -24.278520 0.064 1.065 0.290 -0.610
C 14.548270 -25.587670 -25.132710 0.518 -0.322 -0.806 -0.373
C 17.117830 -32.096510 -27.378810 -0.358 -0.428 0.188 -1.137
C 20.564790 -32.595450 -24.480410 -0.017 1.176 -0.153 -1.666
C 18.661300 -29.732330 -30.430840 0.089 -0.318 -0.052 0.731
C 15.135410 -22.505160 -29.342430 0.110 -0.543 0.151 -0.966
C 15.227010 -27.682610 -28.881130 -1.155 0.135 -0.286 0.733
C 17.392460 -24.063110 -28.006690 0.975 0.405 0.371 0.887
C 22.017280 -23.968720 -27.283040 -1.673 -1.407 0.114 -0.218
C 19.793800 -26.870000 -23.416090 -0.784 -1.608 -0.755 0.629
C 24.620030 -29.791410 -26.208720 0.299 0.403 -0.862 -0.519
C 20.420740 -28.649890 -31.494440 -0.361 -0.108 1.029 -0.444
C 23.309140 -27.896340 -26.572800 -0.164 -0.183 -0.245 0.211
C 23.523920 -24.848250 -28.886030 -0.975 -0.903 1.105 -0.313
C 13.853290 -29.507930 -28.786630 -1.217 -1.289 0.147 -0.950
C 18.088210 -25.929140 -30.297280 -1.220 0.088 0.037 -0.551
C 17.520910 -30.838730 -23.036240 -0.085 -0.181 -0.814 -1.132
C 14.435700 -28.452000 -27.903250 -0.567 0.272 1.236 0.645
C 18.400560 -28.312490 -27.116740 -0.419 -0.923 0.731 2.753
C 14.960730 -29.873660 -29.780330 -0.002 1.974 0.771 -0.269
C 21.193500 -24.936420 -28.234010 1.779 1.551 -0.006 0.883
C 18.363920 -32.339940 -26.544630 -0.604 0.421 -0.270 -0.850
C 19.752910 -25.936180 -24.623780 0.482 -0.887 1.802 2.091
C 23.208470 -30.175900 -25.797670 -0.339 -0.055 0.684 -0.406
C 13.944160 -25.887770 -23.777080 -0.015 0.676 -0.131 -0.573
C 20.945180 -29.207510 -30.169170 1.186 -0.018 0.405 -0.050
C 19.892880 -30.227090 -29.746870 0.531 -0.420 0.941 0.396
C 17.021760 -24.819040 -30.281230 0.474 0.469 0.356 -0.809
C 15.729060 -27.392660 -24.053450 -0.448 1.483 -0.582 0.436
C 19.839120 -31.306130 -24.920290 -0.522 -0.644 -0.239 0.474
H 18.749190 -22.423530 -27.382230 0.031 -0.275 -0.022 0.334
H 22.974780 -27.853250 -27.609360 -0.331 -0.361 -0.239 -0.064
H 18.797130 -26.906400 -22.976270 0.024 0.311 0.456 0.132
H 14.642480 -29.939190 -30.820770 -0.149 0.219 -0.041 0.322
H 14.638750 -24.549390 -25.451900 -0.266 0.194 0.496 0.325
H 19.203320 -32.136030 -27.209400 0.346 0.124 0.329 0.550
H 17.132980 -32.762210 -28.241780 0.071 0.051 -0.150 0.507
H 19.799240 -30.300710 -28.663400 -0.003 -0.008 0.096 -0.615
H 17.619620 -29.784940 -23.296780 0.179 -0.008 -0.269 0.061
H 17.010960 -31.069710 -27.728610 0.052 0.045 0.122 -0.238
H 21.379520 -24.152760 -22.444540 -0.110 0.061 -0.212 0.394
H 13.475290 -30.377540 -28.249040 -0.070 -0.003 0.029 0.419
H 14.608940 -27.197360 -29.636530 -0.395 0.993 0.411 0.401
H 20.827880 -26.591360 -21.499920 0.118 -0.394 -0.085 0.430
H 17.912990 -29.070730 -27.729470 -0.043 0.288 -0.459 -1.113
H 21.845570 -26.507510 -22.969960 0.125 -0.119 0.036 0.168
H 17.050680 -22.139500 -27.014540 -0.089 0.340 -0.610 0.465
H 20.492600 -26.283810 -25.344970 0.470 0.543 -0.190 -0.805
H 18.142670 -28.944440 -29.884620 0.139 0.349 -0.232 -0.682
H 21.570120 -32.291560 -24.188750 0.008 -0.149 0.377 0.466
H 17.829240 -23.164520 -26.023780 0.623 -0.709 -0.051 0.306
H 16.878450 -24.450340 -31.296920 0.474 0.219 -0.140 0.599
H 17.728240 -26.664780 -31.016540 0.477 -0.166 -0.174 0.502
H 20.358500 -30.880270 -25.778770 0.104 0.185 0.071 -0.495
H 21.432800 -23.180910 -26.807810 -0.070 0.192 -0.442 0.417
H 16.562950 -30.897510 -22.519570 0.032 -0.255 0.073 0.450
H 23.319790 -26.851880 -26.261210 -0.043 -0.019 0.375 -0.207
H 25.391090 -29.943020 -25.453350 -0.072 -0.247 -0.076 0.298
H 14.582050 -21.637380 -29.701380 0.196 -0.030 -0.301 0.437
H 24.857100 -30.279750 -27.153930 0.402 -0.461 0.213 0.282
H 21.116430 -28.437240 -29.417200 -0.540 0.296 0.059 -0.439
H 18.141800 -24.828950 -27.806510 0.123 -0.283 -0.462 -0.694
H 22.813160 -22.906960 -28.995260 -0.120 0.521 0.342 0.265
H 19.784790 -24.722300 -21.858120 -0.519 0.903 -0.284 0.289
H 13.000840 -29.008400 -29.246950 -0.089 -0.395 -0.521 0.316
H 16.239800 -32.394710 -26.805890 -0.216 0.240 -0.055 0.529
H 15.881320 -26.991160 -28.350200 0.601 -0.107 -0.648 -1.136
H 24.117840 -24.835140 -29.799910 -0.677 0.527 -0.402 0.303
H 18.311940 -31.091580 -22.330240 0.013 -0.060 -0.061 0.290
H 15.246440 -28.239690 -24.541030 0.291 -0.225 -0.366 0.057
H 18.029320 -27.318000 -27.364260 0.105 -0.037 -0.025 -1.719
H 15.543820 -30.772370 -29.579240 -0.053 0.078 0.387 0.138
H 20.235370 -27.584220 -31.359940 -0.066 0.167 -0.332 0.081
H 17.111330 -21.658050 -29.310370 -0.013 0.087 0.378 0.428
H 17.583010 -32.798980 -23.860350 0.006 -0.441 -0.314 0.397
H 13.682210 -27.834070 -27.414870 -0.087 -0.221 0.238 0.184
H 14.720400 -23.416060 -29.773850 -0.618 0.098 0.219 0.251
H 23.971710 -23.144070 -27.623470 0.024 0.265 -0.215 0.386
H 16.655550 -27.700350 -23.568630 -0.285 0.011 0.239 -0.385
H 19.823620 -30.576360 -24.110790 0.227 0.038 -0.017 0.242
H 21.102320 -28.814090 -32.329070 -0.316 -0.103 -0.094 0.374
H 22.686080 -30.785080 -26.535300 0.231 0.019 -0.235 0.191
H 21.957100 -29.602460 -30.259390 -0.073 -0.487 -0.229 0.451
H 19.475290 -28.391300 -27.280610 0.219 0.257 -0.087 -0.188
H 24.138970 -25.477630 -28.242840 -0.073 -0.217 0.449 0.126
H 18.101290 -29.541040 -25.604450 0.138 -0.879 -0.160 -0.742
H 16.294360 -26.594860 -25.952050 0.295 0.326 -0.132 -1.375
H 15.993080 -25.067200 -30.019810 -0.076 -1.148 0.284 0.279
H 19.055660 -25.497970 -30.554620 -0.089 -0.086 -0.221 0.381
H 18.789430 -25.982390 -25.131390 -0.095 0.629 0.212 -1.009
H 23.092160 -30.702010 -24.850160 0.531 -0.210 -0.016 0.141
H 16.662370 -25.488260 -24.590420 -0.016 -0.050 0.057 0.137
H 16.506760 -31.679300 -24.752480 -0.149 -0.300 0.239 0.358
H 13.966440 -26.063050 -25.922390 0.153 -0.269 -0.084 -0.075
H 15.143470 -28.852460 -27.177440 -0.088 -0.058 0.294 -0.399
H 17.937760 -30.532740 -30.585550 -0.083 0.049 -0.222 0.225
H 12.913920 -26.233690 -23.860970 0.001 -0.361 0.068 0.311
H 20.720940 -33.281480 -25.312910 -0.433 -0.229 0.162 0.326
H 16.648280 -22.239320 -30.799630 0.256 -0.762 -0.307 0.553
H 19.986670 -27.908170 -23.686440 0.134 -0.049 -0.185 -0.574
H 20.656190 -25.770450 -27.782570 -0.085 0.224 0.216 -0.692
H 13.898640 -24.941080 -23.238740 0.201 -0.229 0.703 0.307
H 20.581260 -24.332180 -28.903460 -0.631 -0.086 0.256 -0.044
H 18.200120 -26.461060 -29.352490 -0.088 0.133 0.094 -0.348
H 16.453180 -24.536530 -27.720810 -0.532 0.201 0.320 0.282
H 22.349050 -24.571040 -26.437320 0.434 -0.070 0.015 0.136
H 15.006270 -22.497460 -28.260140 0.002 -0.286 0.069 0.144
H 20.100880 -31.226710 -30.128430 0.241 -0.011 -0.028 0.447
H 21.465460 -28.953450 -25.926590 -0.086 0.389 0.131 -1.157
H 18.384850 -33.407660 -26.326320 0.192 -0.238 0.353 0.270
H 22.603620 -28.394630 -24.665640 -0.166 -0.438 0.279 -0.122
H 20.020170 -33.003920 -23.629150 0.275 -0.465 -0.116 0.326
```
Positions in Å, forces in eV/Å.

Results
E_LUMO in eV: 0.64
Electronic energy in Ha: -2094.9602
Max |F| in eV Å⁻¹: 4.1
Charge: 0
Orbital gap in eV: 8.8905
Highest occupied orbital energy in eV: -8.3